No. 1
Here is C4H10NO as an isolated structure from the Open Molecules 2025 dataset. Energies are from ωB97M-V/def2-TZVPD.

## Properties
**Charge**: +1
**Lowest unoccupied orbital energy**: -0.135 hartree
**ΔE to the lowest compared entry with this formula, charge and spin**: 224.0 kJ/mol
**E_tot**: -288.07776 Eh

Positions of all 16 atoms, in Å:
C: -0.056 1.889 -0.441
C: 0.291 -0.049 -0.092
C: 0.011 -0.876 -1.360
C: 0.880 -0.909 1.165
N: -0.969 0.781 0.302
O: 1.053 1.037 -0.537
H: -0.545 2.021 -1.392
H: 0.285 2.895 -0.149
H: -0.744 -1.620 -1.261
H: 0.890 -1.381 -1.746
H: -0.342 -0.151 -2.132
H: 1.155 -0.285 2.040
H: 1.788 -1.369 0.773
H: 0.103 -1.601 1.520
H: -1.297 0.900 1.280
H: -1.914 0.502 -0.063

Atoms 1-2, force components in eV/Å:
-0.052 0.369 -1.231
0.625 -3.816 1.085

Atomic charges from the Mulliken analysis, expressed in e, are listed below: -0.26, 0.94, -1.28, -1.28, -0.26, -0.34, 0.31, 0.27, 0.39, 0.37, 0.31, 0.36, 0.37, 0.37, 0.35, 0.38

***

No. 2
Here is an isolated ion of composition C4H10NO and charge +1 from the Open Molecules 2025 dataset. Energies are from ωB97M-V/def2-TZVPD.

## Properties
**Charge**: +1
**Lowest unoccupied orbital energy (alpha / beta)**: -0.189 / -0.189 hartree
**ΔE to the lowest compared entry with this formula, charge and spin**: 398.4 kJ/mol
**E_tot**: -288.01133 Eh

Positions of all 16 atoms, in Å:
C: -0.431 -0.494 1.709
C: 0.242 -0.147 0.388
C: 1.671 -0.418 0.054
C: -1.044 0.192 -1.668
N: -0.423 0.812 -0.438
O: -0.165 0.751 2.044
H: -1.522 -0.585 1.785
H: 0.088 -1.318 2.271
H: 2.025 -1.034 0.894
H: 2.203 0.551 -0.053
H: 1.783 -1.052 -0.781
H: -1.381 -0.789 -1.179
H: -1.806 0.724 -2.266
H: -0.225 -0.056 -2.300
H: -1.133 1.298 0.207
H: 0.120 1.564 -0.667

Atoms 1-2, force components in eV/Å:
-1.808 -2.677 0.238
0.405 0.860 3.099

Atomic charges from the Mulliken analysis, expressed in e, are listed below: -0.44, 0.38, -1.21, -0.70, -0.09, -0.46, 0.27, 0.34, 0.36, 0.35, 0.40, 0.32, 0.33, 0.34, 0.45, 0.35

***

No. 3
Here is a 2-piece molecular cluster, C4H10NO overall from the Open Molecules 2025 dataset. Energies are from ωB97M-V/def2-TZVPD.

## Properties
**Charge**: +1
**Lowest unoccupied orbital energy**: -0.272 hartree
**ΔE to the lowest compared entry with this formula, charge and spin**: 547.1 kJ/mol
**E_tot**: -287.95472 Eh

Positions of all 16 atoms, in Å:
O: 0.425 -2.233 0.642
C: 0.594 -0.946 0.964
C: 0.369 0.202 0.197
N: -0.332 0.120 -1.007
C: -1.516 1.022 -1.398
C: 0.808 1.529 0.647
H: 1.013 -0.908 1.988
H: -1.417 -0.293 1.432
H: 0.383 0.272 -1.736
H: -0.368 -2.267 0.078
H: -2.413 0.933 -0.826
H: -1.725 0.919 -2.472
H: -1.265 2.107 -1.380
H: -0.100 2.106 0.852
H: 1.369 2.006 -0.159
H: 1.482 1.478 1.513

Atoms 1-2, force components in eV/Å:
-0.663 1.785 -0.083
-0.822 -2.614 2.388

Atomic charges from the Mulliken analysis, expressed in e, are listed below: -0.39, -0.25, 0.25, -0.21, -0.82, -1.10, 0.42, 0.32, 0.32, 0.39, 0.34, 0.33, 0.35, 0.28, 0.35, 0.44

***

Record order is preserved below.
Max |F|: 4.02 4.69 3.64 eV Å⁻¹